{
  "formula": "C17H26N3O4RuSi",
  "method": "ωB97M-V/def2-TZVPD",
  "spin_multiplicity": 2,
  "homo_energy_ev": [-7.6, -7.5],
  "e_above_lowest_kcal_mol": 21.89,
  "fmax_ev_per_a": 1.40,
  "total_energy_ha": -1512.99669,
  "homo_lumo_gap_ev": [7.52, 6.96],
  "elements": ["Ru", "N", "C", "C", "O", "N", "C", "C", "O", "O", "H", "H", "H", "H", "H", "H", "O", "C", "C", "C", "C", "C", "C", "C", "C", "N", "H", "H", "H", "H", "H", "H", "H", "H", "H", "H", "H", "C", "Si", "C", "C", "C", "C", "H", "H", "H", "H", "H", "H", "H", "H", "H"],
  "positions_angstrom": [[0.920070, -1.046676, 0.423467], [2.704663, -1.851659, -0.843700], [3.747947, -0.812694, -0.714947], [3.719537, -0.273389, 0.709749], [4.761038, -0.151430, 1.342283], [2.473368, 0.020875, 1.135185], [2.328738, 0.140453, 2.579831], [1.833323, -1.200231, 3.094863], [1.895380, -1.584409, 4.233329], [1.294940, -1.938414, 2.113591], [3.002774, -2.707240, -0.382741], [2.547048, -2.070574, -1.819907], [3.488297, -0.001422, -1.392660], [4.746012, -1.167783, -0.962964], [1.587991, 0.903191, 2.822854], [3.276252, 0.392705, 3.049998], [0.160327, -3.251617, 0.157276], [0.016009, -3.820561, -1.137857], [-1.330625, -3.380661, -1.699740], [-1.710792, -1.928935, -1.365141], [-0.937392, -0.860226, -2.085552], [-1.462869, -0.277996, -3.233649], [-0.804773, 0.771675, -3.844086], [0.374651, 1.232130, -3.282733], [0.847161, 0.603046, -2.150284], [0.232119, -0.439114, -1.572264], [0.646263, -3.773983, 0.806853], [0.073400, -4.908417, -1.088294], [0.827657, -3.468253, -1.781100], [-2.115580, -4.025560, -1.302508], [-1.313714, -3.524667, -2.783281], [-1.626537, -1.754931, -0.290010], [-2.765944, -1.798657, -1.605275], [-2.405905, -0.641082, -3.619280], [-1.219329, 1.241366, -4.726372], [0.911460, 2.074844, -3.693614], [1.736098, 0.958347, -1.651649], [-1.998418, 2.970157, 3.575184], [-2.024362, 2.774980, 1.718057], [-3.765194, 2.409903, 1.133801], [-1.396666, 4.331954, 0.890504], [-0.930242, 1.389715, 1.243357], [-0.202900, 0.460398, 0.927202], [-2.689136, 3.752663, 3.898169], [-0.997858, 3.235409, 3.921438], [-2.284079, 2.038916, 4.067354], [-4.452652, 3.210673, 1.416363], [-4.132108, 1.478651, 1.569502], [-3.792697, 2.306662, 0.046906], [-2.025216, 5.190901, 1.137435], [-1.390551, 4.217480, -0.195407], [-0.376985, 4.553485, 1.210462]],
  "forces_ev_per_angstrom": [[0.405, -0.735, -1.124], [-0.060, -0.079, 0.369], [-0.115, 0.056, 0.013], [-0.049, -0.018, -0.053], [0.037, 0.083, -0.044], [0.213, 0.408, -0.069], [0.014, 0.055, 0.039], [-0.105, -0.237, -0.169], [0.058, 0.074, 0.052], [0.074, 0.017, 0.523], [0.133, 0.025, -0.031], [-0.114, -0.023, 0.019], [0.088, -0.020, -0.098], [0.012, -0.039, 0.085], [-0.011, -0.013, -0.001], [-0.007, -0.015, 0.011], [-0.317, 0.300, -0.023], [-0.041, 0.005, -0.058], [0.018, 0.027, -0.002], [0.030, -0.028, 0.043], [0.062, -0.054, 0.024], [0.034, -0.033, -0.025], [-0.014, 0.016, -0.030], [0.007, -0.035, -0.010], [0.008, -0.060, -0.044], [-0.042, 0.457, 0.184], [0.011, -0.001, -0.020], [-0.012, -0.003, 0.005], [0.025, 0.006, 0.011], [0.019, -0.003, 0.049], [-0.043, -0.017, 0.001], [-0.013, -0.015, 0.000], [0.005, 0.025, -0.051], [-0.004, 0.001, 0.001], [0.003, -0.006, -0.003], [0.004, -0.002, 0.000], [-0.003, 0.030, 0.065], [-0.008, 0.012, 0.008], [0.043, -0.018, -0.010], [-0.012, 0.000, -0.002], [-0.012, 0.015, 0.003], [-0.017, 0.021, -0.137], [-0.310, -0.172, 0.499], [0.006, 0.002, 0.003], [0.001, -0.005, 0.003], [-0.005, 0.000, -0.002], [-0.001, 0.000, -0.003], [0.000, 0.001, 0.002], [-0.002, -0.003, 0.001], [0.002, -0.001, 0.000], [0.000, 0.000, -0.001], [0.002, 0.000, -0.002]]
}